Computed, not measured: C27H34NO7Ru as an isolated structure at a distorted geometry, with ωB97M-V/def2-TZVPD.

As for the expectation value of S²: 8.790. The calculation puts the LUMO energy (spin up / spin down) at 3.791 / 3.785 eV. The total charge is -2. The total energy comes out at -46948.6168 eV. As for the multiplicity: 6. As for the HOMO-LUMO gap (spin up / spin down): 1.74 / 2.72 eV.

Last column: Mulliken charge in e.
Cartesian coordinates (Å):
C  -3.6184  -0.9434  0.7881  3.8086
C  -2.8707  -0.3271  -0.3908  -1.7888
C  -2.5944  -1.7132  1.6507  -1.8811
C  -1.3991  -1.9377  0.7165  0.5848
H  -3.0250  -2.6503  2.0171  0.3401
H  -2.3470  -1.0773  2.5046  0.2806
C  -1.7614  -1.3119  -0.6971  0.5276
H  -2.4506  0.6231  -0.0569  0.2486
H  -3.5614  -0.1433  -1.2224  0.5916
C  -0.5835  -0.8007  -1.5240  -1.4963
H  -2.2159  -2.1294  -1.2831  0.4023
H  -1.2399  -3.0102  0.5354  0.4139
C  -0.1325  -1.4231  1.3221  0.8182
C  -4.4301  0.0699  1.5851  -0.5194
C  -4.7090  -1.9118  0.3413  -0.4615
O  -4.9904  -2.9623  0.9004  -0.6739
O  -4.0533  1.2087  1.8250  -0.6430
O  -5.6119  -0.4332  1.9957  -0.2561
O  -5.3705  -1.4833  -0.7438  -0.2501
C  -6.5080  -2.3007  -0.9956  -0.8202
H  -7.0157  -1.8385  -1.8458  0.2571
H  -7.1331  -2.2985  -0.0922  0.3054
H  -6.1846  -3.3276  -1.2268  0.2938
C  -6.4209  0.5052  2.7022  -0.7827
H  -5.8840  0.9033  3.5756  0.2774
H  -7.3095  -0.0572  2.9789  0.2439
H  -6.6770  1.3360  2.0340  0.3257
O  0.4497  -0.2131  -0.7196  0.9927
H  -0.9204  -0.0357  -2.2522  -0.0131
H  -0.2383  -1.7110  -2.0535  0.3075
C  1.0293  -2.3192  1.3045  -0.9907
C  -0.1396  -0.2158  2.1445  -1.5340
H  -0.4110  -0.4099  3.2234  0.2914
H  -0.8421  0.5515  1.7538  0.2310
H  0.8888  0.1981  2.1307  0.2706
H  1.9424  -1.7350  1.4586  -0.1133
H  1.0996  -2.8353  0.3374  0.3921
H  0.9541  -3.1037  2.0981  0.2938
Ru  1.9619  0.7675  -1.1105  -0.1650
C  4.2099  0.2533  -3.0474  -0.6835
C  3.4901  -0.8592  -2.5578  -0.7385
C  2.0939  -0.5969  -2.7374  -0.7247
H  3.8569  -1.8158  -2.1704  0.3549
C  1.9621  0.7747  -3.2378  -0.8236
C  3.3106  1.2523  -3.4515  0.0541
H  3.5435  2.2457  -3.8401  0.3618
H  5.3021  0.2959  -3.1288  0.3568
H  1.3084  -1.3404  -2.7504  0.6775
H  1.0319  1.2367  -3.5617  0.5589
C  2.3530  3.0062  0.4663  -0.6978
C  2.6880  3.6525  -0.7540  -0.5830
C  1.6899  3.3759  -1.7115  -0.5222
H  3.5598  4.2882  -0.9095  0.2869
C  0.7103  2.4962  -1.1084  -0.9955
C  1.1321  2.2831  0.2683  -0.7479
H  0.5086  1.8269  1.0343  0.7870
H  2.8683  3.0821  1.4235  0.5028
H  1.6222  3.7785  -2.7197  0.4878
H  -0.2518  2.1906  -1.5189  0.6867
O  3.0310  0.0423  2.1101  -0.7053
C  3.9764  0.3262  1.3720  -0.4373
C  5.4455  0.3313  1.7765  -0.5721
C  6.1137  1.1593  0.6983  -0.6375
C  5.0051  1.4474  -0.2911  -0.1229
O  5.1037  2.2236  -1.2487  -0.5644
N  3.8607  0.7534  0.0655  1.3579
H  5.5716  0.7557  2.7854  0.2721
H  5.7911  -0.7154  1.7837  0.2361
H  6.5086  2.1126  1.0796  0.2461
H  6.9263  0.6332  0.1722  0.2189

---

Computed, not measured: C27H35AlF4N7O4SSe as an isolated structure at a distorted geometry, with ωB97M-V/def2-TZVPD.

The calculation puts the LUMO energy at -2.462 eV. Its relative energy (zero: lowest compared OMol25 entry of this formula, charge and spin) is 57.96 kcal/mol. The total charge is +1. The total energy comes out at -140830.0736 eV. As for the HOMO-LUMO gap: 8.03 eV.

Last column: Mulliken charge in e.
Cartesian coordinates (Å):
Al  0.0067  -0.3942  0.3929  -1.2259
C  -0.2495  -2.0574  2.9914  -0.9109
N  -1.0484  -1.6509  1.8199  -0.2245
C  -2.3887  -1.1860  2.3034  -0.6099
C  -1.2574  -2.8705  0.9595  -0.8349
C  0.1105  -3.2277  0.2502  -0.8562
N  0.8468  -2.0071  0.0690  2.4596
C  2.2253  -2.1860  -0.1621  0.8189
C  3.1722  -1.4188  0.5189  -0.8512
F  2.7229  -0.4722  1.3974  -0.0824
C  4.5060  -1.6858  0.5082  0.3180
F  5.3127  -0.9320  1.3491  -0.3197
C  5.0396  -2.6884  -0.2579  -0.7919
C  4.1180  -3.4721  -0.9754  0.3169
F  4.5496  -4.5256  -1.6841  -0.3193
C  2.7578  -3.1698  -0.9694  -0.4169
F  1.9389  -3.9596  -1.6901  -0.3506
H  -0.7766  -2.8659  3.4720  0.4769
H  -0.0349  -1.1758  3.6418  0.0916
H  0.6621  -2.4092  2.5816  0.3830
H  -2.7269  -2.0530  2.9850  0.4055
H  -2.9749  -0.8742  1.4522  0.2074
H  -2.1245  -0.2736  2.8920  0.1362
H  -2.0899  -2.5492  0.3141  0.2667
H  -1.5413  -3.6792  1.5948  0.6217
H  -0.1836  -3.6581  -0.6943  0.2981
H  0.5948  -4.0509  0.8253  0.4046
H  6.0828  -2.8654  -0.2258  0.5725
O  2.9917  0.4458  -1.5495  -0.6198
C  1.9978  1.0901  -1.2709  -0.3082
O  0.9192  0.7770  -0.6093  1.0488
C  1.8643  2.4819  -1.8577  0.5540
C  2.8942  2.9818  -2.6543  -0.8621
C  2.7722  4.3014  -3.1256  -0.5364
C  1.7461  5.1304  -2.7272  -0.5605
C  0.7435  4.6155  -1.9486  -0.5780
C  0.8122  3.3212  -1.4935  -0.0332
N  -0.5140  5.3527  -1.7425  1.0359
O  -1.4191  4.7884  -1.0883  -0.6037
O  -0.6048  6.4389  -2.3041  -0.5949
H  3.7047  2.3327  -2.9674  0.5073
H  3.4362  4.8217  -3.8440  0.3352
H  1.6588  6.0624  -3.2478  0.4695
H  0.0237  2.9696  -0.9291  0.9803
C  1.9192  1.0585  4.5656  -0.8117
N  0.5101  1.6191  4.6666  0.3380
C  -0.0357  2.1059  5.8207  -0.4577
C  -1.2304  2.7486  5.4024  -0.5937
N  -1.3527  2.5796  3.9900  0.2710
C  -2.4096  3.1115  3.0697  -0.6910
C  -0.2265  1.8708  3.5694  -0.4614
Se  0.2710  1.6021  1.7210  -0.0050
H  2.5405  1.6583  5.2182  0.4245
H  2.2672  1.0069  3.5461  0.2058
H  2.0089  -0.0014  4.8664  0.2889
H  0.3633  2.0196  6.7741  0.5611
H  -1.9022  3.3343  5.9814  0.5012
H  -3.3640  3.1724  3.6051  0.3472
H  -2.5537  2.3770  2.2764  0.1952
H  -2.1281  4.1289  2.7035  0.3038
C  -4.5891  -1.0025  -2.1228  -0.8325
N  -3.3075  -1.1983  -2.7762  0.1937
C  -3.2662  -0.8914  -4.2156  -1.2602
C  -2.0861  -1.0425  -2.1222  -0.1429
S  -2.1277  -0.0317  -0.7219  -0.2333
N  -1.0815  -1.7042  -2.6702  0.9700
C  -1.3337  -3.0029  -3.2648  -1.3020
C  0.1769  -1.0435  -3.0914  -1.0435
H  -4.9326  0.0530  -2.1004  0.3298
H  -4.5572  -1.2787  -0.9765  0.2405
H  -5.3239  -1.6600  -2.5923  0.3585
H  -3.7851  0.0507  -4.3277  0.4286
H  -3.7757  -1.5946  -4.8192  0.3435
H  -2.2464  -0.7018  -4.5017  0.3641
H  -2.1260  -3.5780  -2.7897  0.4730
H  -0.4817  -3.6564  -3.1723  0.3556
H  -1.6213  -3.0304  -4.2787  0.3672
H  0.1700  -0.0136  -2.7700  0.3638
H  0.3079  -1.1294  -4.1755  0.4784
H  1.0331  -1.4883  -2.5872  -0.0857

---

Computed, not measured: C27H35AsMnN4O7 as an isolated structure at a distorted geometry, with ωB97M-V/def2-TZVPD.

As for the expectation value of S²: 6.090. The calculation puts the LUMO energy (spin up / spin down) at -3.204 / -3.590 eV. Its relative energy (zero: lowest compared OMol25 entry of this formula, charge and spin) is 0.00 kcal/mol. The total charge is +1. The total energy comes out at -141007.1670 eV. As for the multiplicity: 5. As for the HOMO-LUMO gap (spin up / spin down): 6.43 / 6.13 eV.

Last column: Mulliken charge in e.
Cartesian coordinates (Å):
O  -1.4581  3.3298  -1.4324  -0.5528
H  -1.5241  3.6872  -2.3597  0.2822
Mn  0.1005  -0.4642  -0.3660  -1.2089
N  -1.5005  -0.9576  -1.2688  1.3148
N  -1.3662  0.2402  0.8731  0.7616
N  1.7331  -1.0454  -1.1690  1.0548
N  1.4826  0.2433  0.8463  0.8105
O  -1.1989  -1.5817  -2.3371  -0.9526
O  1.6966  -1.5330  -2.4748  -0.5801
O  1.2359  0.9874  1.9234  -0.6687
O  -1.1558  0.5961  2.1133  -0.8337
C  -2.6411  -0.0395  0.5082  0.4313
C  -2.7183  -0.6551  -0.7791  0.6341
C  2.9131  -0.8967  -0.5557  0.2758
C  2.7541  -0.1680  0.6722  0.6730
C  -3.9953  -0.9139  -1.4907  -1.6611
H  -4.2948  -0.0473  -2.0995  0.2788
H  -4.7998  -1.0784  -0.7651  0.4507
H  -3.9145  -1.7974  -2.1278  0.3809
C  -3.7906  0.1616  1.4147  -1.7976
H  -3.5933  0.9846  2.1127  0.3317
H  -3.9875  -0.7517  2.0009  0.1674
H  -4.6910  0.3923  0.8363  0.6138
C  4.1817  -1.5187  -1.0021  -1.6323
C  3.8062  0.0450  1.6889  -1.7486
H  4.2482  -1.5681  -2.0925  0.4172
H  4.2686  -2.5398  -0.6009  0.2574
H  5.0230  -0.9361  -0.6186  0.4216
H  3.3767  0.5351  2.5656  0.3733
H  4.6155  0.6693  1.2893  0.4878
H  4.2203  -0.9219  1.9966  0.3549
H  0.7239  -1.6549  -2.6538  0.5100
H  0.1656  0.9016  2.0481  0.4684
C  -1.1251  4.3794  -0.5776  -0.6703
H  -1.9052  5.1098  -0.3853  0.3199
H  -0.1799  4.8846  -0.8533  0.2992
H  -0.9203  3.9636  0.3965  0.2402
O  0.1762  1.0211  -1.6150  -0.2852
H  -0.4381  1.8032  -1.6645  0.3227
H  0.6840  0.9693  -2.4488  0.2953
O  -0.0758  -2.1813  0.5412  0.2476
As  0.2878  -3.3242  1.7465  1.0060
C  1.0591  -4.7326  0.6949  0.0000
C  1.5727  -5.8551  1.3613  -0.4031
C  2.1356  -6.8935  0.6119  -0.7366
C  2.1653  -6.8095  -0.7834  -0.5112
C  1.6471  -5.6871  -1.4407  -0.7057
C  1.0931  -4.6394  -0.6974  -0.2702
C  1.5640  -2.5671  2.9724  0.5798
C  1.1558  -1.5935  3.8871  -0.0306
C  2.0361  -1.1948  4.8994  -0.8330
C  3.3171  -1.7442  4.9681  -0.4689
C  3.7310  -2.7004  4.0330  -0.8099
C  2.8512  -3.1084  3.0223  -0.2536
C  -1.4614  -3.6953  2.4430  0.6138
C  -2.2557  -2.6621  2.9428  -0.0422
C  -3.5205  -2.9671  3.4577  -1.1677
C  -3.9700  -4.2938  3.4620  -0.5843
C  -3.1781  -5.3187  2.9298  -0.7176
C  -1.9212  -5.0183  2.3905  -0.4366
H  1.5293  -5.9041  2.4494  0.5221
H  2.5432  -7.7600  1.1360  0.4073
H  2.5954  -7.6273  -1.3646  0.4079
H  1.6609  -5.6165  -2.5292  0.4477
H  0.6796  -3.7630  -1.1951  0.2697
H  0.1492  -1.1830  3.8339  0.1311
H  1.6998  -0.4608  5.6381  0.4331
H  4.0068  -1.4279  5.7564  0.3930
H  4.7263  -3.1463  4.0922  0.4176
H  3.1457  -3.8731  2.3010  0.3948
H  -1.8849  -1.6331  2.9387  0.3664
H  -4.1418  -2.1683  3.8682  0.5326
H  -4.9498  -4.5325  3.8802  0.3828
H  -3.5218  -6.3551  2.9300  0.4028
H  -1.2919  -5.7898  1.9459  0.3779

---

Computed, not measured: C27H35AsN3O3ReS2 as an isolated structure at a distorted geometry, with ωB97M-V/def2-TZVPD.

As for the expectation value of S²: 3.799. The calculation puts the LUMO energy (spin up / spin down) at -10.332 / -11.107 eV. Its relative energy (zero: lowest compared OMol25 entry of this formula, charge and spin) is 4.74 kcal/mol. The total charge is +3. The total energy comes out at -123791.2802 eV. As for the multiplicity: 4. As for the HOMO-LUMO gap (spin up / spin down): 6.21 / 5.43 eV.

Last column: Mulliken charge in e.
Cartesian coordinates (Å):
Re  -0.0795  0.1713  -0.7340  0.4863
C  2.7499  0.1367  2.3929  -1.4499
C  1.2807  0.2913  2.1614  0.5928
C  0.5891  1.4028  2.6474  -0.4238
C  -0.7925  1.5187  2.5207  -0.7726
C  -1.5299  0.5184  1.9067  -0.6613
C  -0.8638  -0.6111  1.3970  -0.8476
C  0.5411  -0.7070  1.4905  0.4238
H  3.0645  0.6857  3.2785  0.4607
H  3.3167  0.5346  1.5465  0.2742
H  3.0250  -0.9105  2.5160  0.3876
H  1.1403  2.1706  3.1771  0.5255
H  -1.2975  2.3806  2.9372  0.4929
H  -2.6071  0.5823  1.8453  0.5057
H  -1.4450  -1.4755  1.0985  0.3835
H  1.0217  -1.6594  1.2875  0.6251
N  3.3516  -1.3498  -2.0681  -0.1913
C  3.1336  -0.0461  -2.1655  0.5232
S  2.1952  0.8277  -0.9483  -0.5132
N  3.6892  0.6811  -3.0997  -0.0331
C  4.7069  0.2738  -4.0547  0.5462
C  5.7522  -0.5616  -3.6905  -0.2081
C  6.7093  -0.8816  -4.6452  -0.6530
C  6.6186  -0.3653  -5.9288  -0.5274
C  5.5789  0.4887  -6.2654  -0.6349
C  4.6144  0.8162  -5.3243  -0.6432
H  3.0787  -1.8501  -1.2411  0.1826
H  3.9070  -1.8256  -2.7688  0.3434
H  3.3476  1.6289  -3.1941  0.2969
H  5.8847  -0.9068  -2.6723  0.5107
H  7.5401  -1.5178  -4.3721  0.4109
H  7.3707  -0.6160  -6.6643  0.4258
H  5.5165  0.9053  -7.2613  0.4105
H  3.7986  1.4812  -5.5832  0.3980
O  -0.0720  1.0415  -4.7034  -0.5574
C  -0.6030  1.6080  -3.8026  0.1133
N  -0.5286  1.1871  -2.4360  0.7941
S  -1.3932  2.1238  -1.4522  1.4407
O  -0.4106  2.5277  -0.4159  -0.6028
O  -2.2903  1.1181  -0.8222  -0.5993
C  -1.9623  3.2679  -2.5926  0.6375
C  -2.6978  4.4233  -2.4038  -0.7851
C  -2.9585  5.1720  -3.5473  -0.6680
C  -2.4926  4.7649  -4.7937  -0.5499
C  -1.7355  3.6009  -4.9511  -0.7137
C  -1.4605  2.8432  -3.8356  -0.0267
H  -3.0627  4.7306  -1.4333  0.5347
H  -3.5322  6.0848  -3.4598  0.4556
H  -2.7155  5.3716  -5.6614  0.4564
H  -1.3631  3.2926  -5.9196  0.5663
C  -1.1973  -4.1163  0.2206  -1.2368
C  -0.2076  -3.6842  -0.8536  -0.7061
As  -0.6008  -2.0397  -1.8123  0.2394
C  0.3792  -2.2470  -3.4825  -0.2113
C  -0.3505  -3.1733  -4.4544  -1.3364
C  -2.4886  -2.1425  -2.2718  -0.7049
C  -2.9976  -1.0815  -3.2406  -1.1859
H  -0.9282  -5.1176  0.5562  0.4220
H  -2.2199  -4.1684  -0.1503  0.3599
H  -1.1764  -3.4779  1.1020  0.2919
H  -0.1827  -4.3997  -1.6791  0.6197
H  0.8098  -3.6096  -0.4661  0.4474
H  1.3369  -2.6713  -3.1856  0.4672
H  0.5518  -1.2590  -3.9099  0.2430
H  -0.6334  -4.1261  -4.0056  0.3204
H  0.3221  -3.4002  -5.2814  0.4398
H  -1.2406  -2.7116  -4.8760  0.3246
H  -3.0469  -2.1497  -1.3358  0.5654
H  -2.5547  -3.1451  -2.7002  0.6322
H  -3.1187  -0.1175  -2.7548  0.2095
H  -3.9794  -1.3884  -3.6006  0.4571
H  -2.3524  -0.9644  -4.1119  0.1993